# 1
The following is a quantum chemistry calculation of a molecular structure, C9H12CoN3O8P2Se, from OMol25.

Atoms and positions in Å:
Co -0.03354 1.01645 0.60287
O 0.77857 -0.36832 4.45140
P 0.81616 1.05713 3.71334
O 0.72400 2.14575 4.69233
O -0.13369 0.99956 2.53273
O 2.32223 1.02412 3.03701
P 2.60920 0.01631 1.82217
O 4.18723 0.22862 1.58143
O 2.33742 -1.38901 2.24168
O 1.93259 0.55834 0.58435
H 1.13672 -1.04284 3.83490
H 4.65626 -0.44218 2.09017
N -3.96185 -0.68747 0.72311
C -2.78065 -0.06366 0.47711
O -1.72196 -0.65986 0.60186
C -2.84931 1.36899 0.00264
C -1.64795 2.16010 0.50912
H -3.93911 -1.62930 1.07386
H -4.82535 -0.17866 0.71201
H -3.82647 1.79688 0.26394
H -2.84058 1.29495 -1.09357
H -1.81882 2.46793 1.54269
H -1.54167 3.07989 -0.08222
Se -0.19555 2.16785 -2.46327
N 0.08028 0.84637 -1.30341
C 0.48679 -0.22655 -1.96580
C 0.85927 -1.47696 -1.36253
C 1.24692 -2.48105 -2.18257
C 1.28938 -2.32011 -3.61552
C 0.95143 -1.15735 -4.21802
C 0.53977 -0.05133 -3.39643
N 0.18547 1.13792 -3.85374
H 0.84404 -1.56969 -0.28544
H 1.54560 -3.43110 -1.76024
H 1.60563 -3.16307 -4.21733
H 0.98154 -1.02866 -5.29069

The calculation puts the relative energy (zero: lowest compared OMol25 entry of this formula, charge and spin) at 0.9 kcal per mole. The spin multiplicity is 2. The HOMO energy (spin up / spin down) is -5.340 / -5.270 eV. As for the charge: -1. The gap between HOMO and LUMO (spin up / spin down) is 6.7 / 6.7 eV. Its expectation value of S² is 0.77.

Atom charges from the Löwdin analysis, given in e for atoms 1 to 8:
1 Co 0.451
2 O -0.150
3 P 0.204
4 O -0.296
5 O -0.335
6 O -0.264
7 P 0.191
8 O -0.127

# 2
The following is a quantum chemistry calculation of a molecular structure, C2H5N3S3, from OMol25.

Atoms and positions in Å:
C -0.53403 0.86274 0.26491
C 2.78059 -0.50406 -0.22961
H -2.78594 -2.00345 -0.93384
H -2.49562 1.15115 -0.66345
H -0.76339 2.74515 0.43932
H -0.22613 -1.28608 0.73096
H 2.11134 -0.87305 -1.04223
N -1.75278 0.30904 -0.72960
N -0.01871 2.07013 0.56380
N 0.16931 -0.39767 0.43101
S -2.58753 -1.14404 0.26594
S 1.82461 -0.55839 1.14260
S 4.27830 -0.37146 -0.23980

The calculation puts the relative energy (zero: lowest compared OMol25 entry of this formula, charge and spin) at 103.0 kcal per mole. The spin multiplicity is 1. The HOMO energy is -8.768 eV. The gap between HOMO and LUMO is 8.5 eV.

Atom charges from the Löwdin analysis, given in e for atoms 1 to 8:
1 C -0.452
2 C -1.247
3 H -0.079
4 H 0.079
5 H 0.025
6 H -0.018
7 H 0.037
8 N -0.278

# 3
The following is a quantum chemistry calculation of a molecular structure, C11H26BErO4, from OMol25.

Atoms and positions in Å:
C 1.20616 1.99039 2.17831
C 1.03898 2.90530 0.91717
C -0.35556 2.71624 0.20909
O -0.92141 1.52282 0.61300
C -1.86581 1.04583 -0.37006
B -2.44886 -0.45464 -0.06159
C -2.32290 -0.96245 1.51568
C -1.23178 -2.02315 1.85972
C 0.23116 -1.59269 1.53534
C -1.82227 -1.56650 -1.14257
O -0.53793 -1.18439 -1.53419
C 0.19171 -2.22162 -2.22136
O 1.37498 -1.66617 -2.66044
C 2.19967 -1.32725 -1.56519
C 2.22756 0.24792 -1.37292
O 2.08879 0.88150 -2.61837
H 1.38806 0.94390 1.88525
H 0.32734 2.06658 2.83062
H 2.11155 2.30549 2.73837
H 1.13311 3.97835 1.27004
H 1.83642 2.59531 0.14845
H -1.00387 3.54668 0.55643
H -0.19485 2.78997 -0.88693
H -2.72693 1.75307 -0.35859
H -1.45295 1.12290 -1.40470
H -3.62356 -0.38874 -0.31070
H -3.29465 -1.44411 1.74739
H -2.20536 -0.13071 2.23367
H -1.48479 -3.00999 1.43905
H -1.27711 -2.17235 2.95790
H 0.85646 -1.44131 2.42933
H 0.69798 -2.42151 0.96731
H 0.31187 -0.69877 0.89394
H -2.49055 -1.46793 -2.03901
H -1.88062 -2.62308 -0.82389
H 0.35119 -3.05578 -1.50708
H -0.41016 -2.57962 -3.07038
H 3.23025 -1.68022 -1.72960
H 1.84985 -1.74304 -0.60553
H 3.16451 0.52035 -0.85696
H 1.39130 0.49726 -0.66729
H 1.15887 0.94395 -2.82365
Er 3.18418 3.48219 -0.29506

The spin multiplicity is 4. The HOMO energy (spin up / spin down) is -14.817 / -14.502 eV. As for the charge: +2. The gap between HOMO and LUMO (spin up / spin down) is 5.1 / 4.9 eV. Its expectation value of S² is 3.76.

Atom charges from the Löwdin analysis, given in e for atoms 1 to 8:
1 C -0.039
2 C -0.282
3 C -0.233
4 O -0.177
5 C -0.134
6 B -0.387
7 C -0.075
8 C -0.228

# 4
The following is a quantum chemistry calculation of a molecular structure, C22H39N2OPPdSi, from OMol25.

Atoms and positions in Å:
Pd -0.47859 -0.14239 -0.71980
Si 1.93301 0.00231 -1.27980
P -1.04179 0.32651 -3.10250
N -0.48839 -1.90179 -1.03540
H -0.70139 2.90481 1.36290
C -2.81599 0.63751 -3.56570
H -2.94469 0.77811 -4.65430
H -3.17259 1.53771 -3.03710
H -3.42429 -0.22109 -3.23400
C -0.20129 1.78451 -3.87110
H -0.53609 1.95281 -4.91010
H 0.88741 1.60971 -3.85760
H -0.41639 2.67961 -3.26390
C -0.58529 -1.06139 -4.22670
H -0.73059 -0.79229 -5.28750
H -1.20429 -1.93809 -3.97480
H 0.47021 -1.32089 -4.04390
C 2.61461 1.79081 -1.10710
H 2.37251 2.21181 -0.11480
H 2.16741 2.46041 -1.86320
H 3.71341 1.81521 -1.23050
H 2.86441 -0.84679 -0.43720
H 2.31891 -0.42079 -2.68360
C -0.47729 -3.25549 -1.22360
C -1.58539 -5.43339 -1.14830
C -1.62239 -4.04949 -0.95050
C 0.69891 -3.89489 -1.69970
C 0.72051 -5.27839 -1.89160
C -0.41769 -6.05669 -1.61850
H -2.47669 -6.03359 -0.93330
H -2.52659 -3.55329 -0.58400
H 1.57731 -3.27579 -1.90660
H 1.63511 -5.75769 -2.25850
H -0.39459 -7.14059 -1.77110
C -1.24199 2.88151 0.38930
O -0.97319 1.65601 -0.23590
C -2.74509 3.00151 0.67380
H -3.08549 4.03541 0.48460
H -2.97229 2.74621 1.72400
H -3.31279 2.32261 0.01490
C -0.71809 4.02841 -0.48280
H -1.49829 4.38121 -1.18030
H 0.15421 3.69101 -1.06970
H -0.39669 4.87371 0.14720
C 2.14161 -0.25699 4.19490
N 1.76851 1.16551 4.01370
C 2.87931 2.01261 4.46840
C 1.38641 1.49131 2.60180
C 0.26121 0.58161 2.14660
C -0.85749 0.52291 3.00260
C -1.58119 -0.65379 3.10990
C -1.10479 -1.78379 2.46130
C -0.01919 -1.68759 1.58460
C 0.52841 -0.44049 1.19780
H 2.98431 -0.54209 3.52980
H 1.28401 -0.93239 3.99330
H 2.42671 -0.45839 5.25160
H 0.96431 1.36821 4.65300
H 3.79631 1.82301 3.87020
H 2.60311 3.08601 4.39710
H 3.10671 1.80291 5.54010
H 1.08621 2.55571 2.53590
H 2.27181 1.34121 1.94810
H -1.09079 1.32571 3.69060
H -2.42019 -0.72719 3.78940
H -1.58999 -2.73919 2.61530
H 0.23291 -2.58939 1.06220

The calculation puts the relative energy (zero: lowest compared OMol25 entry of this formula, charge and spin) at 12.9 kcal per mole. The spin multiplicity is 5. The HOMO energy (spin up / spin down) is -4.843 / -5.002 eV. The gap between HOMO and LUMO (spin up / spin down) is 4.4 / 3.7 eV. Its expectation value of S² is 6.04.

Atom charges from the Löwdin analysis, given in e for atoms 1 to 8:
1 Pd 0.706
2 Si 0.496
3 P 0.779
4 N -0.193
5 H 0.091
6 C -0.268
7 H 0.043
8 H 0.035

# 5
The following is a quantum chemistry calculation of a molecular structure, C2H5LaO2, from OMol25.

Atoms and positions in Å:
C -1.15633 -0.63442 -0.29453
H -0.89580 -1.08754 0.66728
H -1.92241 -1.19007 -0.84064
C -1.31671 0.79219 -0.25902
O -0.40711 1.58127 0.06997
La 2.05369 1.91278 0.55452
H -2.31693 1.21824 -0.42814
O 2.12424 -0.48562 0.09740
H 2.71928 -1.10793 0.54199
H 1.11809 -0.99888 -0.10883

The spin multiplicity is 2. The HOMO energy (spin up / spin down) is -22.806 / -24.244 eV. As for the charge: +3. The gap between HOMO and LUMO (spin up / spin down) is 7.5 / 8.9 eV. Its expectation value of S² is 0.75.

Atom charges from the Löwdin analysis, given in e for atoms 1 to 8:
1 C 0.197
2 H 0.122
3 H 0.127
4 C -0.164
5 O -0.203
6 La 2.654
7 H 0.183
8 O -0.245

# 6
The following is a quantum chemistry calculation of 2 unconnected molecules or ions with the total composition C4H10N, from OMol25.

Atoms and positions in Å:
C 0.70133 -2.36832 -0.58109
N 0.01416 -1.78131 0.34649
H 0.23138 -2.34560 -1.66081
H 1.59841 -3.02012 -0.32256
H -0.05881 -0.76443 0.60615
H -0.68216 -2.33435 0.76370
C -0.05088 1.75006 -1.06311
C 0.19802 1.31138 0.36288
C -0.70165 0.95574 1.39998
H -0.58176 2.83715 -1.03271
H -0.80176 1.06331 -1.50497
H 0.91064 1.88848 -1.57681
H 1.27734 1.13999 0.59471
H -0.31886 0.74503 2.42458
H -1.73540 0.92301 1.24356

The calculation puts the relative energy (zero: lowest compared OMol25 entry of this formula, charge and spin) at 130.3 kcal per mole. The spin multiplicity is 1. The HOMO energy is -13.782 eV. As for the charge: +1. The gap between HOMO and LUMO is 6.2 eV.

Atom charges from the Löwdin analysis, given in e for atoms 1 to 8:
1 C 0.186
2 N 0.060
3 H 0.163
4 H 0.142
5 H 0.076
6 H 0.136
7 C -0.099
8 C -0.223

# 7
The following is a quantum chemistry calculation of a molecular structure, C10H27ClIN2O2P2Ti, from OMol25.

Atoms and positions in Å:
C 1.00197 0.83955 -1.47576
C 1.83780 0.85508 -0.10331
H 0.97513 1.87536 -1.90022
H -0.05690 0.60209 -1.24486
H 1.45061 0.19299 -2.27200
O 1.86525 2.10269 0.28849
I 2.32707 -0.11465 1.80075
Ti -2.77213 -0.72121 1.55258
P 3.73695 0.20454 -0.32317
C 4.51998 1.49308 0.73542
C 3.87642 -1.65260 -0.41804
H 4.82593 -1.90125 -0.89698
H 5.32862 0.15545 -1.92964
H 3.08930 -2.12026 -1.02906
H 3.73679 -0.13265 -2.71750
H 4.08339 1.51311 1.74148
H 3.88724 -2.17987 0.52911
C 4.28388 0.49485 -2.00036
H 5.58118 1.30364 0.87108
H 4.21771 1.56326 -2.22213
H 4.33177 2.52206 0.39110
P -3.71012 -0.12411 -0.38590
C -4.42909 0.97726 0.94839
C -4.05163 0.45975 -2.03060
H -4.33098 -2.49855 -0.66684
H -5.69553 -1.56280 0.05990
H -4.27043 -2.06060 1.08725
C -4.60289 -1.71104 0.06017
H -3.57439 -0.24508 -2.73898
H -5.14545 0.52301 -2.19303
H -5.52532 0.91854 0.92990
H -4.10202 2.02743 0.86362
H -3.58490 1.45610 -2.16871
H -4.08966 0.62367 2.00651
Cl -1.07598 -2.19410 1.28046
C -1.08537 0.28678 4.72656
N -0.58283 1.38102 3.91704
C -0.82133 1.51619 2.60791
N -0.32825 2.59075 1.95100
O -1.55156 0.66992 1.99188
H -0.85946 -0.66706 4.25858
H -2.17190 0.29609 4.87525
H -0.64274 0.27101 5.72408
H -0.19893 2.19314 4.37687
H 0.11265 2.37535 1.05351
H 0.00967 3.40627 2.45559

The calculation puts the relative energy (zero: lowest compared OMol25 entry of this formula, charge and spin) at 155.6 kcal per mole. The spin multiplicity is 2. The HOMO energy (spin up / spin down) is -12.357 / -12.358 eV. As for the charge: +2. The gap between HOMO and LUMO (spin up / spin down) is 4.3 / 4.6 eV. Its expectation value of S² is 0.76.

Atom charges from the Löwdin analysis, given in e for atoms 1 to 8:
1 C -0.051
2 C -0.921
3 H 0.096
4 H 0.046
5 H 0.068
6 O -0.354
7 I 1.038
8 Ti 0.568

# 8
The following is a quantum chemistry calculation of a single C5H12NO3PS molecule, from OMol25.

Atoms and positions in Å:
C -0.45325 3.25930 -0.46471
C -1.65185 2.19997 -0.84089
O -2.09668 2.20007 -2.12260
O -2.19188 1.24103 0.17616
C -1.98783 -0.13973 -0.37543
O -3.09132 -0.79552 -0.78357
C -0.44228 -0.76430 -0.50841
P 0.26419 -1.41266 1.14313
S -1.63391 -1.37670 2.14195
C 2.06172 -1.52260 0.48374
N 2.17327 -1.63029 -1.02135
H -0.49980 4.23128 -1.13140
H 0.63282 2.79465 -0.62964
H -0.57337 3.51044 0.68471
H 0.18868 0.11016 -1.00491
H -0.51155 -1.68278 -1.26706
H 0.35765 -2.82847 1.50941
H 0.74366 -0.40420 2.09821
H -1.84678 -0.09198 2.68691
H 2.58128 -2.50200 0.92373
H 2.63699 -0.59818 0.91528
H 3.10961 -1.18155 -1.25463
H 2.23064 -2.61594 -1.35865

The calculation puts the relative energy (zero: lowest compared OMol25 entry of this formula, charge and spin) at 129.5 kcal per mole. The spin multiplicity is 1. The HOMO energy is -8.776 eV. As for the structure (SMILES): CC(=O)OC(=O)C[PH2](S)CN. The gap between HOMO and LUMO is 8.6 eV.

Atom charges from the Löwdin analysis, given in e for atoms 1 to 8:
1 C -0.029
2 C -0.266
3 O -0.012
4 O -0.059
5 C -0.365
6 O -0.017
7 C -0.257
8 P 0.450

E_tot, record by record: -151938.982, -39126.694, -48289.573, -49110.579, -7074.074, -5788.207, -80181.684, -33129.802 eV
Molecular weight, record by record: 490.05, 167.28, 400.40, 513.05, 199.97, 72.13, 479.51, 197.20 g mol⁻¹